## a
Computed, not measured: 2 unconnected molecules or ions with the total composition C2H7O, with ωB97M-V/def2-TZVPD.

The geometry in XYZ format:
```
10
Properties=species:S:1:pos:R:3:lowdin_charge:R:1
O 0.41328 0.83696 2.24200 -0.5909
H 0.73002 -0.01802 2.22811 -0.2462
C 0.34428 0.45279 -0.53291 -0.2484
C -0.66256 -0.64433 -0.70149 -0.2146
H 1.26161 -0.04088 -0.10345 0.0648
H 0.13946 1.19170 0.33698 0.0548
H 0.72683 1.05500 -1.29385 0.0114
H -0.90394 -1.21905 0.35162 0.1187
H -1.70232 -0.29972 -1.15100 0.0780
H -0.34666 -1.31445 -1.37600 -0.0275
```

Output
- Kohn-Sham gap: 6.52 eV
- Highest occupied orbital energy: -1.99 eV
- Charge: -1


## b
Computed, not measured: 2 unconnected molecules or ions with the total composition C2H7O, with ωB97M-V/def2-TZVPD.

The geometry in XYZ format:
```
10
Properties=species:S:1:pos:R:3:lowdin_charge:R:1
O -1.97255 -1.06328 -1.98356 -0.7042
H -2.68347 -0.94172 -2.70651 -0.1897
C 1.34680 0.39927 0.68438 -0.1944
C -0.17802 -0.00902 0.45005 -0.1782
H 1.44546 1.41621 1.26807 0.0465
H 1.99786 0.62347 -0.23244 0.0632
H 1.71399 -0.15039 1.67089 0.0653
H -0.50459 -1.01786 0.51792 0.0412
H -0.84909 0.71845 0.91407 0.0572
H -0.31639 0.02487 -0.58288 -0.0071
```

Output
- Kohn-Sham gap: 6.21 eV
- Highest occupied orbital energy: -2.10 eV
- Charge: -1


Tell me which of them is the least stable. Sure, it is b.